Formula: C3H8O2
Source: the Open Molecules 2025 dataset
Level of theory: ωB97M-V with the def2-TZVPD basis set

Structure (XYZ):
```
13
Properties=species:S:1:pos:R:3
C -1.275 0.738 0.178
C -1.846 -0.503 -0.456
H -0.501 1.084 -0.544
H -0.934 0.705 1.206
H -1.977 1.585 0.201
H -1.100 -1.282 -0.648
H -2.620 -0.994 0.146
H -2.322 -0.292 -1.414
O 3.091 -1.405 0.051
C 2.409 -0.424 -0.075
O 2.512 0.671 0.669
H 1.583 -0.277 -0.804
H 2.980 0.393 1.489
```

As for the LUMO energy (alpha / beta): -0.224 / -0.423 hartree. The spin multiplicity is 2. Its charge is +1. Its expectation value of S² is 0.7568. The energy above the lowest of the compared OMol25 structures with the same formula, charge and spin is 54.6 kcal per mole.

Atom charges from the natural (NBO) analysis, given in e for atoms 1 to 2: C -0.616; C -0.613


Formula: C5H12BrOP
Source: the Open Molecules 2025 dataset
Level of theory: ωB97M-V with the def2-TZVPD basis set

Structure (XYZ):
```
20
Properties=species:S:1:pos:R:3
C -2.062 2.318 0.447
C -0.271 -2.337 -0.380
C -0.502 2.017 0.472
C -0.818 -0.918 0.282
C 3.391 -1.081 -0.513
O -0.149 0.679 -1.965
P 0.073 0.516 -0.504
Br 4.510 -0.214 0.670
H -2.623 1.394 0.647
H -2.301 3.166 0.978
H -2.207 2.693 -0.547
H 0.569 -2.617 0.177
H -0.945 -3.276 -0.133
H -0.064 -2.253 -1.359
H -0.193 1.986 1.495
H 0.037 2.781 -0.105
H -0.694 -1.054 1.434
H -1.885 -0.926 -0.025
H 3.747 -2.015 -0.731
H 2.389 -0.860 -0.342
```

As for the LUMO energy (alpha / beta): 0.031 / -0.043 hartree. The spin multiplicity is 3. Its charge is 0. Its expectation value of S² is 2.0087.

Atom charges from the natural (NBO) analysis, given in e for atoms 1 to 2: C -0.606; C -0.586


Formula: C2H2FO4P
Source: the Open Molecules 2025 dataset
Level of theory: ωB97M-V with the def2-TZVPD basis set

Structure (XYZ):
```
10
Properties=species:S:1:pos:R:3
C 1.407 0.137 -0.578
C 0.342 0.428 0.571
O -0.910 -1.870 -0.250
O -1.451 0.437 -1.323
O 2.347 0.797 -1.038
O -2.261 -0.259 1.105
F 0.433 1.785 1.009
P -1.274 -0.409 -0.084
H 0.979 -0.803 -0.944
H 0.388 -0.242 1.533
```

As for the LUMO energy: 0.246 hartree. As for the SMILES: O=C[C@@H](F)P(=O)([O-])[O-]. Its charge is -2. The energy above the lowest of the compared OMol25 structures with the same formula, charge and spin is 0.4 kcal per mole.

Atom charges from the natural (NBO) analysis, given in e for atoms 1 to 2: C 0.401; C -0.279


Formula: C5H7NO
Source: the Open Molecules 2025 dataset
Level of theory: ωB97M-V with the def2-TZVPD basis set

Structure (XYZ):
```
14
Properties=species:S:1:pos:R:3
O 1.700 1.675 -1.152
C 1.162 0.689 -0.737
C 1.521 -0.469 0.234
N 0.164 -1.038 0.002
C -0.824 -0.448 0.952
C -1.401 0.462 -0.132
C -0.205 0.058 -1.001
H 2.311 -1.171 -0.065
H 1.768 -0.166 1.267
H -0.352 0.113 1.769
H -1.523 -1.173 1.367
H -1.543 1.511 0.122
H -2.317 0.051 -0.562
H -0.463 -0.095 -2.065
```

As for the LUMO energy: 0.030 hartree. As for the SMILES: O=C1CN2CC[C@@H]12. Its charge is 0. The energy above the lowest of the compared OMol25 structures with the same formula, charge and spin is 56.0 kcal per mole.

Atom charges from the natural (NBO) analysis, given in e for atoms 1 to 2: O -0.497; C 0.586


Formula: C2H4N2
Source: the Open Molecules 2025 dataset
Level of theory: ωB97M-V with the def2-TZVPD basis set

Structure (XYZ):
```
8
Properties=species:S:1:pos:R:3
C 0.242 -1.653 -0.482
C -0.291 1.104 0.466
N -0.178 2.332 0.533
N -0.409 -0.738 -0.947
H 0.514 -2.492 -1.181
H 0.583 -1.956 0.629
H -0.333 0.542 1.371
H -0.128 2.862 -0.388
```

As for the LUMO energy (alpha / beta): 0.007 / -0.004 hartree. Its charge is 0. The energy above the lowest of the compared OMol25 structures with the same formula, charge and spin is 110.8 kcal per mole.

Atom charges from the natural (NBO) analysis, given in e for atoms 1 to 2: C -0.181; C 0.246


Formula: C4H3F4I
Source: the Open Molecules 2025 dataset
Level of theory: ωB97M-V with the def2-TZVPD basis set

Structure (XYZ):
```
12
Properties=species:S:1:pos:R:3
C -0.132 0.231 1.002
C -3.040 -0.044 0.987
C 1.267 0.458 -1.047
C 0.374 -0.456 -0.270
F 0.842 0.558 1.932
F -2.453 0.812 0.156
F 1.197 -1.584 -0.081
F -0.678 -1.017 -0.935
I -1.558 -1.044 2.051
H 0.692 1.384 -1.193
H 1.242 0.062 -1.984
H 2.246 0.638 -0.618
```

As for the LUMO energy: -0.049 hartree. Its charge is 0. The energy above the lowest of the compared OMol25 structures with the same formula, charge and spin is 138.8 kcal per mole.

Atom charges from the natural (NBO) analysis, given in e for atoms 1 to 2: C -0.048; C 0.269